{"formula": "C14H38N2O6S4", "method": "ωB97M-V/def2-TZVPD", "symbols": ["S", "S", "S", "S", "O", "O", "O", "O", "O", "O", "N", "N", "C", "C", "C", "C", "C", "C", "C", "C", "C", "C", "C", "C", "C", "C", "H", "H", "H", "H", "H", "H", "H", "H", "H", "H", "H", "H", "H", "H", "H", "H", "H", "H", "H", "H", "H", "H", "H", "H", "H", "H", "H", "H", "H", "H", "H", "H", "H", "H", "H", "H", "H", "H"], "coordinates": [[-11.106, -10.680, 6.620], [-14.632, -11.472, 7.435], [-9.026, -6.325, 8.431], [-14.097, -6.226, 9.836], [-15.491, -6.256, 10.453], [-15.015, -8.713, 13.313], [-10.441, -6.046, 8.994], [-16.770, -9.324, 8.078], [-13.765, -12.620, 6.943], [-10.100, -9.610, 6.328], [-17.701, -8.210, 9.923], [-15.351, -6.673, 14.334], [-14.452, -6.874, 15.481], [-18.396, -7.019, 10.283], [-13.321, -7.663, 10.451], [-11.319, -11.457, 5.015], [-16.259, -12.198, 7.458], [-15.596, -7.649, 13.407], [-14.371, -11.397, 9.274], [-15.852, -5.350, 14.173], [-10.272, -11.976, 7.381], [-17.594, -9.248, 10.971], [-8.660, -8.085, 8.645], [-9.187, -6.514, 6.671], [-17.297, -8.349, 8.652], [-13.140, -5.003, 10.687], [-9.567, -8.647, 8.445], [-16.214, -5.202, 13.147], [-14.014, -7.872, 15.450], [-10.310, -11.781, 8.450], [-14.985, -4.711, 14.101], [-16.938, -11.397, 7.799], [-16.478, -7.337, 12.821], [-18.020, -6.698, 11.246], [-9.266, -12.033, 6.909], [-15.147, -6.817, 16.309], [-19.499, -7.108, 10.197], [-13.126, -5.094, 11.751], [-8.220, -8.199, 9.627], [-13.994, -8.451, 10.038], [-9.317, -5.583, 6.105], [-16.508, -12.640, 6.497], [-15.182, -10.832, 9.762], [-18.573, -9.457, 11.435], [-16.395, -12.924, 8.280], [-16.494, -4.942, 14.974], [-14.288, -12.405, 9.745], [-16.894, -9.062, 11.734], [-11.985, -12.281, 5.203], [-12.199, -5.134, 10.131], [-10.277, -11.765, 4.750], [-17.324, -10.227, 10.467], [-13.554, -4.028, 10.423], [-17.442, -7.378, 8.094], [-17.995, -6.296, 9.603], [-10.013, -7.196, 6.448], [-13.434, -10.757, 9.311], [-13.662, -6.109, 15.669], [-13.347, -7.767, 11.529], [-11.707, -10.777, 4.353], [-8.297, -6.972, 6.268], [-12.321, -7.632, 10.058], [-10.862, -12.922, 7.290], [-7.966, -8.419, 7.908]], "orbital_gap_ev": 9.33, "charge": 0}

***

{"formula": "C14H39FHfN3O5", "method": "ωB97M-V/def2-TZVPD", "symbols": ["Hf", "F", "O", "O", "O", "O", "O", "N", "N", "N", "C", "C", "C", "C", "C", "C", "C", "C", "C", "C", "C", "C", "C", "C", "H", "H", "H", "H", "H", "H", "H", "H", "H", "H", "H", "H", "H", "H", "H", "H", "H", "H", "H", "H", "H", "H", "H", "H", "H", "H", "H", "H", "H", "H", "H", "H", "H", "H", "H", "H", "H", "H", "H"], "coordinates": [[2.375, -0.919, -0.339], [0.378, -0.200, -0.343], [1.431, -1.120, -2.853], [-3.711, 3.383, 0.798], [1.808, -1.369, 2.037], [-0.102, -4.179, 1.616], [2.268, 1.058, 1.060], [2.838, 1.037, -1.556], [-0.898, 2.812, 0.876], [1.308, -3.068, -0.423], [-3.102, 3.017, 2.013], [1.275, -0.253, 2.778], [-0.827, -5.085, 2.468], [-0.857, -3.272, 0.842], [1.924, 1.215, -2.740], [-1.668, 3.544, 1.954], [2.147, 0.944, 2.473], [-0.189, -3.201, -0.538], [1.008, -2.152, -3.802], [-1.494, 5.025, 1.683], [-0.482, -4.529, -1.239], [1.952, 0.001, -3.598], [2.172, 2.547, -3.442], [-5.119, 3.379, 0.827], [-3.113, 1.936, 2.209], [-1.515, 3.060, 0.095], [2.129, -1.922, 2.769], [1.385, -0.331, 3.864], [0.391, -1.818, -4.632], [-5.514, 3.730, -0.120], [3.164, 2.729, -3.869], [-1.126, 3.184, 2.836], [1.956, 1.937, 0.782], [1.633, -3.780, -1.085], [3.767, 1.073, -2.009], [-1.477, -4.639, -1.660], [1.398, 2.771, -4.170], [-0.709, -2.414, -1.083], [0.384, -2.865, -3.266], [2.188, 3.340, -2.684], [-1.465, -5.760, 1.885], [1.641, 1.848, 2.818], [-1.904, -3.563, 0.762], [-5.545, 2.383, 1.025], [-2.132, 5.315, 0.847], [2.964, -0.144, -3.996], [-1.115, 1.821, 0.991], [3.081, 0.840, 3.027], [0.944, 1.372, -2.282], [-0.505, 5.235, 1.277], [-1.688, 5.536, 2.623], [-0.797, -2.282, 1.312], [2.897, 1.992, -1.188], [-0.277, -5.385, -0.591], [-5.591, 3.890, 1.675], [-3.663, 3.469, 2.839], [0.263, -4.698, -2.029], [1.906, -2.683, -4.115], [1.576, -3.574, 0.438], [1.330, 0.191, -4.473], [-0.105, -5.820, 2.818], [0.207, -0.096, 2.629], [-1.400, -4.499, 3.180]], "orbital_gap_ev": 3.17, "e_above_lowest_kcal_mol": 0.0, "charge": 3}

***

{"formula": "C14H40AlO7S6", "method": "ωB97M-V/def2-TZVPD", "symbols": ["S", "S", "S", "S", "S", "S", "Al", "O", "O", "O", "O", "O", "O", "O", "C", "C", "C", "C", "C", "C", "C", "C", "C", "C", "C", "C", "C", "C", "H", "H", "H", "H", "H", "H", "H", "H", "H", "H", "H", "H", "H", "H", "H", "H", "H", "H", "H", "H", "H", "H", "H", "H", "H", "H", "H", "H", "H", "H", "H", "H", "H", "H", "H", "H", "H", "H", "H", "H"], "coordinates": [[0.092, 9.007, -3.595], [0.245, -6.005, 0.910], [1.166, -3.173, 3.395], [-1.503, 5.990, 1.504], [0.377, 2.180, -0.264], [-2.423, -9.972, -0.979], [0.602, 5.241, -1.512], [-2.400, 6.298, 2.957], [0.311, -5.911, 2.406], [0.979, 8.244, -2.655], [-2.167, 6.871, 0.410], [-1.600, 4.499, 1.100], [-1.166, -9.979, -0.158], [0.925, -2.083, 2.393], [2.320, -2.529, 4.631], [1.426, 5.520, 1.489], [0.245, 6.634, 1.737], [-0.652, -0.434, 0.630], [-0.103, 0.390, -0.710], [0.928, 10.562, -3.990], [2.012, 5.459, -0.040], [-0.272, -3.234, 4.489], [-2.083, -10.890, -2.500], [-3.546, -11.195, -0.264], [0.389, -7.752, 0.468], [0.276, 8.269, -5.236], [-0.258, 3.354, -1.593], [1.860, -5.510, 0.263], [-0.149, 7.262, -5.214], [0.893, -0.128, -1.056], [1.134, 4.437, 1.893], [-3.861, -10.844, 0.723], [-0.931, 0.343, -1.549], [-1.364, -10.322, -3.094], [0.368, 11.092, -4.764], [-1.170, -1.449, 0.285], [3.290, -2.375, 4.153], [1.889, -5.678, -0.816], [0.428, 7.631, 1.130], [1.955, -1.577, 5.024], [0.465, -7.850, -0.618], [-0.086, 2.881, -2.675], [-3.036, -12.156, -0.160], [-1.662, -11.869, -2.261], [-0.082, -3.935, 5.305], [2.340, 5.856, 2.179], [0.302, -0.748, 1.232], [-0.480, -2.239, 4.890], [2.620, 6.457, -0.240], [-4.424, -11.304, -0.904], [1.946, 10.363, -4.333], [2.004, -4.446, 0.466], [-3.285, 5.826, 2.766], [-1.432, 3.539, -1.507], [-3.008, -11.007, -3.070], [1.269, -8.188, 0.946], [-0.496, 6.423, -1.544], [-0.263, 8.872, -5.970], [1.392, 5.396, -2.912], [-1.135, -3.578, 3.911], [0.327, 6.950, 2.884], [2.757, 4.530, -0.108], [2.651, -6.082, 0.754], [2.428, -3.253, 5.442], [0.964, 11.176, -3.086], [-1.367, 0.205, 1.300], [-0.507, -8.274, 0.815], [1.334, 8.210, -5.503]], "orbital_gap_ev": 5.24, "charge": -1}

***

{"formula": "C14H40FHfN2O8", "method": "ωB97M-V/def2-TZVPD", "symbols": ["Hf", "F", "O", "O", "O", "O", "O", "O", "O", "O", "N", "N", "C", "C", "C", "C", "C", "C", "C", "C", "C", "C", "C", "C", "C", "C", "H", "H", "H", "H", "H", "H", "H", "H", "H", "H", "H", "H", "H", "H", "H", "H", "H", "H", "H", "H", "H", "H", "H", "H", "H", "H", "H", "H", "H", "H", "H", "H", "H", "H", "H", "H", "H", "H", "H", "H"], "coordinates": [[-1.127, -0.230, -1.955], [-0.431, 0.034, 0.272], [-1.010, 0.945, -4.106], [0.804, -4.886, 0.279], [5.055, 4.129, -0.100], [-0.650, -2.518, -0.915], [0.241, 1.886, -1.907], [-4.096, -3.774, 0.280], [2.545, 0.575, 5.045], [0.186, 0.683, 3.002], [-3.170, -1.299, -0.969], [1.504, 2.884, 0.382], [3.321, 1.754, -0.789], [5.636, 5.325, 0.146], [0.360, 2.674, -3.066], [3.639, 4.190, -0.210], [-0.057, 1.961, -4.325], [-0.978, -3.973, -1.078], [-3.388, -1.373, 0.473], [-4.449, -2.481, 0.747], [0.289, -4.797, -1.047], [2.965, 2.843, 0.221], [0.865, -0.447, 3.394], [-5.009, -4.851, 0.272], [-3.814, 0.008, 0.890], [1.373, -0.221, 4.868], [-1.380, 0.720, -4.962], [0.766, 1.364, -4.718], [-2.986, 0.708, 0.779], [1.494, -5.554, 0.280], [0.919, -4.305, -1.788], [0.569, 0.204, 5.470], [-0.281, 3.550, -2.964], [0.711, 2.313, -1.187], [3.336, 4.394, -1.237], [1.460, 3.694, 0.985], [2.973, 0.756, -0.523], [5.468, 5.937, -0.740], [-0.093, -2.528, -0.133], [-1.519, -4.182, -2.001], [-4.546, -5.618, -0.348], [1.434, -1.210, 5.322], [-5.448, -2.212, 0.403], [-4.006, -0.937, -1.405], [1.795, -0.559, 2.837], [-3.301, -2.293, -1.090], [-1.657, -4.233, -0.266], [-0.355, 2.690, -5.079], [0.111, -5.789, -1.463], [-5.074, -5.295, 1.265], [-5.925, -4.610, -0.267], [-2.519, -1.725, 1.030], [2.425, 1.465, 4.708], [5.280, 5.723, 1.096], [1.350, 3.112, -3.195], [4.389, 1.565, -0.897], [3.129, 4.935, 0.401], [3.364, 2.564, 1.197], [3.019, 2.046, -1.794], [-4.215, 0.003, 1.904], [-4.623, -2.557, 1.820], [-0.259, 0.488, 2.174], [1.348, 2.053, 0.935], [0.196, -1.278, 3.170], [6.724, 5.273, 0.184], [-4.680, 0.284, 0.290]], "orbital_gap_ev": 1.85, "e_above_lowest_kcal_mol": 68.0, "charge": 3}

***

{"formula": "C14H40N2O10P4", "method": "ωB97M-V/def2-TZVPD", "symbols": ["P", "P", "P", "P", "O", "O", "O", "O", "O", "O", "O", "O", "O", "O", "N", "N", "C", "C", "C", "C", "C", "C", "C", "C", "C", "C", "C", "C", "C", "C", "H", "H", "H", "H", "H", "H", "H", "H", "H", "H", "H", "H", "H", "H", "H", "H", "H", "H", "H", "H", "H", "H", "H", "H", "H", "H", "H", "H", "H", "H", "H", "H", "H", "H", "H", "H", "H", "H", "H", "H"], "coordinates": [[1.044, 6.239, -4.966], [-0.478, 5.332, -6.230], [2.802, -0.335, 3.709], [-2.706, -2.854, -1.038], [-3.051, -3.859, 0.205], [2.533, 0.842, 4.811], [-4.044, -1.910, -0.872], [-1.667, -2.077, -0.039], [0.454, 6.250, -3.413], [-2.186, -2.407, -2.367], [1.115, 7.792, -5.432], [4.075, -1.021, 4.495], [2.879, -1.003, 2.372], [1.557, -1.161, 4.379], [-1.199, 4.062, -5.334], [2.385, 5.459, -5.062], [-0.529, -0.134, -0.943], [0.651, -1.900, 3.556], [-5.062, -5.218, 0.340], [-0.730, 2.730, -5.737], [-0.415, -1.587, -0.526], [6.083, 0.090, 3.662], [-0.928, 1.722, -4.579], [4.176, 2.521, 5.438], [-4.302, -4.011, 0.866], [-4.923, -1.690, -1.968], [-5.773, -2.906, -2.279], [5.322, -1.210, 3.839], [3.414, 1.270, 5.844], [1.078, -3.353, 3.450], [2.680, 5.109, -4.157], [4.988, 2.722, 6.137], [5.903, -1.886, 4.469], [-0.960, 2.273, -3.633], [1.492, 8.296, -4.696], [-0.105, 1.015, -4.487], [4.087, 0.486, 6.182], [-1.338, 2.362, -6.566], [3.510, 3.385, 5.430], [0.357, 0.175, -1.502], [-6.093, -5.209, 0.697], [-1.872, 1.190, -4.681], [-1.487, 6.333, -6.290], [-1.412, 0.052, -1.555], [-5.570, -0.859, -1.683], [-4.591, -6.141, 0.679], [0.318, 2.710, -6.045], [-0.619, 0.505, -0.063], [7.024, -0.083, 3.140], [2.776, 1.505, 6.698], [-5.060, -5.245, -0.749], [2.143, -3.451, 3.241], [-5.148, -3.774, -2.505], [0.894, -3.869, 4.394], [-0.051, -2.204, -1.345], [5.189, -1.710, 2.879], [0.309, -1.677, 0.286], [-6.404, -3.163, -1.426], [-0.334, -1.846, 4.022], [-4.912, -3.112, 0.837], [5.497, 0.813, 3.089], [0.563, -1.444, 2.573], [6.310, 0.538, 4.631], [-4.061, -4.176, 1.919], [-1.120, 4.214, -4.336], [1.221, 6.009, -2.875], [0.516, -3.862, 2.665], [-4.372, -1.370, -2.854], [-6.421, -2.714, -3.134], [4.584, 2.429, 4.431]], "orbital_gap_ev": 9.16, "smiles": "CCOP(=O)(OCC)OCC.CCOP(=O)(OCC)OCC.CCNPP(=N)(O)O", "charge": 0}

***

{"formula": "C14H40N4O6", "method": "ωB97M-V/def2-TZVPD", "symbols": ["O", "O", "O", "O", "O", "O", "N", "N", "N", "N", "C", "C", "C", "C", "C", "C", "C", "C", "C", "C", "C", "C", "C", "C", "H", "H", "H", "H", "H", "H", "H", "H", "H", "H", "H", "H", "H", "H", "H", "H", "H", "H", "H", "H", "H", "H", "H", "H", "H", "H", "H", "H", "H", "H", "H", "H", "H", "H", "H", "H", "H", "H", "H", "H"], "coordinates": [[-2.818, 2.912, 2.991], [0.244, -4.461, -2.400], [0.248, 5.090, 1.881], [0.765, 0.070, 0.098], [5.086, 0.831, 2.855], [-0.862, -0.945, -6.149], [-2.067, -2.780, -6.528], [0.305, 2.859, 1.962], [-2.348, -1.433, -4.623], [1.880, 4.053, 0.851], [-1.735, -1.703, -5.837], [1.266, -3.305, -4.226], [-0.888, 0.634, -1.529], [1.507, -4.052, -2.936], [0.786, 4.051, 1.555], [-0.525, -0.317, -0.382], [2.878, -0.226, 2.870], [-1.588, -0.333, 0.739], [-3.757, 2.140, 3.638], [-3.141, 1.264, 4.761], [-4.986, 2.926, 4.056], [4.236, -0.053, 2.166], [4.080, 0.446, 0.680], [2.402, -3.234, -1.927], [0.513, 1.990, 1.485], [2.275, 0.686, 2.919], [-1.265, -1.049, 1.500], [2.186, -2.879, -4.675], [4.549, 1.388, 3.422], [-0.981, 1.697, -1.331], [0.891, -3.963, -5.008], [-1.965, -0.705, -4.057], [2.131, -4.910, -3.181], [-2.055, 1.335, 4.806], [2.248, -0.899, 2.265], [-4.118, 1.412, 2.901], [2.567, -3.819, -1.010], [5.118, 0.587, 0.355], [-2.989, -3.172, -6.480], [-1.811, 0.666, 1.149], [2.480, 3.255, 0.943], [-1.838, 0.358, -2.020], [-2.751, 3.692, 3.523], [-5.619, 2.187, 4.505], [3.475, -0.242, 0.128], [3.371, -3.121, -2.377], [0.454, -5.156, -1.775], [-1.779, -2.673, -7.485], [3.698, 1.471, 0.685], [-2.527, -0.687, 0.337], [3.002, -0.743, 3.822], [-0.449, -1.290, -0.865], [-2.917, -2.138, -4.163], [-0.647, 2.939, 2.363], [4.806, -0.999, 2.228], [-4.705, 3.773, 4.651], [1.942, -2.277, -1.701], [1.146, 0.682, -0.547], [-3.549, 1.510, 5.740], [-0.099, 0.523, -2.286], [2.317, 4.956, 0.870], [0.607, -2.455, -4.062], [-3.221, 0.184, 4.627], [-5.456, 3.450, 3.236]], "orbital_gap_ev": 10.03, "smiles": "NC(N)=O.NC(N)=O.CC(C)O.CC(C)O.CC(C)O.CC(C)O", "e_above_lowest_kcal_mol": 26.8, "charge": 0}

***

{"formula": "C14H41BrN3O5PSSi2", "method": "ωB97M-V/def2-TZVPD", "symbols": ["Br", "S", "P", "Si", "Si", "O", "O", "O", "O", "O", "N", "N", "N", "C", "C", "C", "C", "C", "C", "C", "C", "C", "C", "C", "C", "C", "C", "H", "H", "H", "H", "H", "H", "H", "H", "H", "H", "H", "H", "H", "H", "H", "H", "H", "H", "H", "H", "H", "H", "H", "H", "H", "H", "H", "H", "H", "H", "H", "H", "H", "H", "H", "H", "H", "H", "H", "H", "H"], "coordinates": [[-5.164, 1.950, -2.779], [-2.996, -1.559, -3.177], [-3.098, -0.837, -1.353], [-1.686, 0.892, -1.008], [-3.881, 2.773, -1.137], [-0.916, -8.009, 0.584], [-3.380, -4.151, 0.632], [4.675, 2.936, -0.505], [-2.302, 2.395, -1.401], [3.150, 7.221, -0.960], [-3.595, -6.887, 1.708], [3.559, 5.276, 1.216], [2.132, 0.431, -1.438], [4.318, 4.102, 1.633], [-3.321, -5.687, 2.487], [-0.785, -6.725, 0.002], [1.758, 7.058, -1.142], [4.365, 6.465, 0.980], [4.462, 3.824, -1.589], [5.297, 3.498, 0.634], [-1.325, -8.031, 1.936], [1.004, 1.336, -1.573], [-2.837, -8.062, 2.122], [-0.227, 0.590, -2.115], [-4.226, -4.289, -0.497], [-3.995, -4.484, 1.871], [3.529, 7.564, 0.367], [-4.345, 2.209, 0.141], [3.482, 4.307, -1.535], [1.368, 6.209, -0.569], [-5.063, -4.669, 1.735], [-3.880, -3.628, 2.543], [-0.018, -6.790, -0.769], [4.772, 6.814, 1.933], [1.205, 2.187, -2.219], [1.588, 6.873, -2.201], [5.209, 6.275, 0.301], [-0.502, 1.004, -3.075], [4.864, 4.349, 2.548], [5.237, 4.591, -1.640], [-3.221, -8.914, 1.558], [-0.925, -8.958, 2.356], [6.074, 4.209, 0.327], [-3.702, -5.829, 3.502], [1.212, 7.961, -0.853], [-5.128, -3.678, -0.388], [3.018, 0.916, -1.446], [-2.247, -5.465, 2.556], [4.124, 8.481, 0.319], [3.055, 5.053, 0.367], [0.798, 1.746, -0.588], [5.808, 2.673, 1.136], [-1.273, 0.844, 0.411], [-1.712, -6.395, -0.477], [-0.047, -0.468, -2.225], [-3.053, -8.259, 3.177], [-3.393, -6.695, 0.735], [-0.855, -7.207, 2.488], [3.596, 3.325, 1.896], [-0.478, -5.978, 0.738], [-2.698, -1.796, -0.402], [2.118, -0.297, -2.134], [2.648, 7.764, 0.983], [-4.025, 4.229, -1.196], [-4.430, -0.552, -0.997], [-3.671, -3.938, -1.365], [4.493, 3.235, -2.506], [-4.518, -5.331, -0.664]], "orbital_gap_ev": 8.80, "charge": 0}

***

> Number 6 is which compound?

C14H40N4O6

***

> What is the formula in the first record?

C14H38N2O6S4